{"formula": "C33H42NOSSb3W", "method": "ωB97M-V/def2-TZVPD", "elements": ["W", "C", "C", "C", "Sb", "C", "C", "C", "C", "C", "C", "C", "C", "C", "C", "C", "C", "Sb", "C", "C", "C", "C", "C", "C", "C", "C", "C", "C", "C", "C", "H", "H", "H", "H", "H", "H", "H", "H", "H", "H", "H", "H", "H", "H", "H", "H", "H", "H", "H", "H", "H", "H", "H", "H", "H", "H", "C", "Sb", "C", "C", "H", "H", "H", "H", "H", "H", "H", "H", "H", "N", "C", "H", "C", "S", "C", "O", "H", "H", "H", "H", "H", "H"], "coordinates": [[0.39377, 0.38893, -0.60009], [-0.89256, 2.01861, 3.31958], [0.01207, 3.22731, 3.06529], [1.52036, 2.92804, 2.87848], [1.81800, 2.36257, 0.79356], [2.25736, 4.14896, -0.27270], [3.32256, 4.90742, 0.23153], [3.70024, 6.04371, -0.48483], [2.94344, 6.48113, -1.58025], [1.79046, 5.75891, -1.95421], [1.39927, 4.62270, -1.24043], [3.94382, 1.81259, 0.78634], [4.33847, 0.86118, 1.74036], [5.59424, 0.25073, 1.61546], [6.49802, 0.59219, 0.59572], [6.10089, 1.59534, -0.25404], [4.82214, 2.19248, -0.16496], [-0.41400, 0.19918, 1.97163], [-1.31767, 1.09707, -1.19055], [-2.03479, 2.28212, -0.99254], [-2.37760, 3.04141, -2.09691], [-1.81961, 2.76121, -3.39251], [-1.08910, 1.55041, -3.57015], [-0.96810, 0.60256, -2.51070], [-2.02071, -1.28859, 2.00337], [-3.00999, -1.41188, 0.98261], [-4.09380, -2.23223, 1.11146], [-4.17869, -3.03213, 2.26010], [-3.21440, -3.03564, 3.22582], [-2.14776, -2.12435, 3.09546], [-2.01780, 2.17370, 3.31707], [-0.74602, 1.64675, 4.35556], [-0.09003, 3.89904, 3.96668], [-0.42627, 3.70818, 2.18138], [1.87597, 2.19067, 3.55386], [2.07187, 3.82342, 2.96042], [3.88733, 4.56049, 1.08046], [4.58230, 6.59064, -0.18379], [3.27182, 7.32056, -2.18199], [1.18881, 6.04922, -2.84087], [0.47300, 4.11901, -1.48261], [3.71674, 0.58065, 2.60835], [5.91541, -0.49090, 2.36813], [7.43963, 0.06019, 0.48578], [6.72077, 1.98588, -1.11925], [4.56628, 2.89226, -0.96790], [-2.33511, 2.61455, 0.02722], [-2.88634, 4.01483, -1.90820], [-1.95868, 3.46598, -4.22772], [-0.48323, 1.41213, -4.44693], [-0.94544, -0.47165, -2.81828], [-2.95355, -0.76071, 0.11626], [-4.84986, -2.19352, 0.32012], [-5.06213, -3.61192, 2.43022], [-3.18873, -3.73635, 4.07372], [-1.45223, -2.01659, 3.88880], [1.54382, -2.81588, 2.20323], [1.14171, -2.28597, 0.16088], [-0.06690, -4.02929, -0.29109], [3.23690, -2.49092, -0.37744], [2.00584, -3.81530, 2.25162], [0.62586, -2.89993, 2.70564], [2.22716, -2.02972, 2.53000], [-0.93257, -3.82408, 0.35060], [0.47275, -4.91408, 0.06446], [-0.40180, -4.16521, -1.27681], [3.56925, -1.56809, -0.87450], [3.42213, -3.33585, -1.05647], [3.79128, -2.63705, 0.58032], [3.06174, 0.84403, -2.41947], [2.12822, 0.64345, -1.69767], [2.96625, 1.06911, -3.43937], [-5.24315, -6.52295, -2.13354], [-6.59386, -6.33965, -3.35867], [-8.04155, -5.78208, -2.44796], [-6.11365, -5.09326, -4.05710], [-5.03967, -7.52646, -1.70443], [-5.61771, -5.87113, -1.34244], [-4.30950, -6.00360, -2.48530], [-7.77040, -5.42147, -1.40898], [-8.77191, -6.60676, -2.35546], [-8.48110, -5.00627, -3.04843]], "forces_ev_per_a": [[0.089, -0.774, 3.074], [-0.540, -0.950, 1.151], [-0.519, 0.033, 0.362], [-2.335, -0.499, -1.361], [2.638, 0.597, 0.045], [-0.985, 0.120, 1.474], [-0.149, -0.101, -1.089], [-0.411, 0.116, 0.092], [-0.449, -1.101, -0.186], [-0.097, 0.492, -0.437], [0.546, 0.492, -0.833], [-1.842, -1.113, 1.699], [0.599, -0.617, 0.179], [0.153, -0.287, 0.787], [-0.708, -0.120, 0.407], [0.191, 1.315, -1.815], [1.214, 0.191, -1.810], [-1.074, 0.568, -0.284], [-1.519, -0.513, -0.809], [-0.184, -0.214, 0.499], [0.427, 1.276, -1.136], [0.175, -1.030, 1.053], [-0.319, 1.112, 0.806], [-0.646, 1.575, -0.068], [-0.707, -0.039, -0.549], [1.353, 1.429, -0.132], [0.000, -0.219, 0.325], [-0.987, -0.124, -0.483], [1.458, 0.271, 0.330], [-0.236, -0.060, 0.090], [1.350, 0.003, -0.697], [0.278, -0.230, -0.652], [-0.120, -0.508, -0.964], [0.406, 0.522, 0.265], [0.446, -0.706, 0.553], [0.839, 0.985, 0.028], [0.260, 0.045, 0.067], [-0.013, 0.092, 0.058], [-0.078, 0.020, 0.174], [0.502, 0.064, 0.820], [0.013, -0.159, -0.166], [0.199, 0.150, -0.580], [-0.316, 0.434, -0.451], [-0.121, 0.258, 0.068], [-0.490, -0.774, 1.331], [0.020, -0.131, 0.484], [0.502, -0.276, -0.884], [0.181, -0.951, -0.432], [0.176, -0.414, 0.536], [-0.624, -0.440, -0.794], [0.821, 0.602, 0.477], [0.035, -0.030, -0.033], [0.142, -0.258, 0.537], [-0.319, -0.461, -0.107], [-0.416, 0.540, -0.401], [0.571, -0.230, 0.775], [0.814, 0.001, -1.134], [1.003, -1.134, -0.280], [0.313, 0.673, 1.532], [0.148, 0.077, -0.048], [0.096, 0.468, -0.341], [-1.133, 0.323, 1.030], [-0.216, -0.230, 0.427], [0.084, -0.275, -0.045], [-0.028, 0.303, -0.038], [-0.171, 0.037, -1.393], [-0.019, -0.351, 0.275], [-0.208, 0.219, 0.291], [-0.493, 0.141, -0.780], [-3.069, -0.029, 0.043], [2.741, 0.267, -1.737], [0.986, -0.242, 0.903], [0.666, 0.273, 0.952], [1.147, 1.265, 0.388], [-0.523, -0.846, 1.603], [-0.335, -0.581, -0.359], [-0.416, 0.461, -0.753], [0.007, -0.195, 0.199], [-1.068, -0.878, -0.346], [-0.085, -0.369, -1.341], [0.446, 0.231, -0.081], [-0.064, 0.413, -0.359]], "total_energy_ha": -2596.88595, "homo_ev": [-17.66, -17.66], "homo_lumo_gap_ha": [0.195, 0.180], "multiplicity": 3, "lumo_ha": [-0.4537, -0.4693], "s2": 2.07, "relative_energy_ev": 0.000, "total_charge": 4}